*i*
Density functional theory data (ωB97M-V/def2-TZVPD) for one molecule with the formula C4H12N2O.

Results
* SMILES: CNCCNCO
* E_HOMO: -8.212 eV
* 2S+1: 1
* orbital gap: 9.22 eV

Last column: natural (NBO) charge in e.
Cartesian coordinates (Å):
C 1.767 0.728 -1.760  -0.401
N 0.452 0.455 -1.243  -0.662
C -0.332 -0.735 -1.506  -0.234
C -0.333 -1.468 -0.185  -0.226
N -0.827 -0.648 0.898  -0.663
C 0.019 0.447 1.461  0.114
O -0.869 1.017 2.367  -0.760
H 1.708 1.024 -2.845  0.164
H 2.357 -0.149 -1.556  0.194
H 2.262 1.637 -1.279  0.197
H -0.092 1.353 -1.423  0.358
H -0.073 -1.359 -2.373  0.186
H -1.454 -0.462 -1.712  0.185
H -0.954 -2.353 -0.225  0.192
H 0.700 -1.878 0.053  0.186
H -1.726 -0.228 0.788  0.363
H 0.849 -0.105 2.001  0.146
H 0.398 1.349 0.807  0.176
H -1.120 0.544 3.187  0.482

***

*ii*
Density functional theory data (ωB97M-V/def2-TZVPD) for one molecule with the formula C4H12N2O.

Results
* SMILES: C[C@H](O)CNCN
* E_HOMO: -8.969 eV
* 2S+1: 1
* orbital gap: 9.90 eV

Last column: natural (NBO) charge in e.
Cartesian coordinates (Å):
C 0.511 0.718 -2.662  -0.630
C -0.134 0.754 -1.328  0.071
O 0.493 1.871 -0.620  -0.708
C 0.007 -0.509 -0.518  -0.254
N -0.628 -0.376 0.807  -0.675
C -0.295 -1.153 1.980  -0.076
N 0.168 -0.267 3.097  -0.834
H 1.585 0.518 -2.576  0.211
H -0.014 0.096 -3.382  0.209
H 0.565 1.670 -3.212  0.231
H -1.250 0.845 -1.556  0.151
H 0.479 1.359 0.206  0.472
H 1.054 -0.869 -0.452  0.204
H -0.547 -1.310 -0.990  0.189
H -1.627 -0.311 0.712  0.370
H 0.467 -1.913 1.770  0.179
H -0.989 -1.818 2.511  0.194
H 0.806 0.447 2.793  0.350
H -0.652 0.249 3.420  0.346

***

Most stable: *ii*